# 1
The following is a DFT calculation (ωB97M-V/def2-TZVPD) of a 6-piece molecular cluster, C34H33F3N6O2 overall.

XYZ file:
```
78
Properties=species:S:1:pos:R:3:lowdin_charge:R:1
N 0.858 -3.300 0.837 0.116
C 1.443 -4.567 0.601 -0.232
C 1.704 -5.043 -0.623 0.051
C 2.337 -6.379 -0.684 -0.348
O 2.073 -7.237 -1.498 0.119
C 3.363 -6.613 0.396 -0.143
C 4.623 -7.339 -0.016 -0.100
C 5.873 -6.596 0.448 -0.063
C 6.197 -5.380 -0.372 -0.613
F 5.113 -4.715 -0.804 0.145
F 6.951 -5.662 -1.446 0.130
F 6.908 -4.506 0.377 0.124
C 3.098 -6.147 1.616 0.062
C 1.800 -5.433 1.779 -0.315
O 1.068 -5.567 2.742 0.125
H 1.088 -2.737 0.025 0.100
H 1.409 -2.877 1.580 0.103
H 1.502 -4.498 -1.531 0.128
H 4.607 -7.499 -1.087 0.125
H 4.619 -8.310 0.469 0.132
H 6.721 -7.267 0.350 0.134
H 5.821 -6.348 1.498 0.120
H 3.783 -6.252 2.442 0.127
N -0.868 -0.012 0.609 0.041
C -0.985 1.307 0.779 -0.174
C -1.100 1.921 2.014 -0.068
C -1.091 1.122 3.147 -0.072
C -0.967 -0.250 2.995 -0.066
C -0.860 -0.766 1.710 -0.161
H -0.994 1.898 -0.132 0.109
H -1.196 2.998 2.083 0.068
H -1.181 1.563 4.132 0.104
H -0.957 -0.911 3.851 0.101
H -0.765 -1.832 1.540 0.074
N 6.381 -1.275 -5.105 0.050
C 6.272 -1.357 -3.781 -0.156
C 6.263 -2.554 -3.080 -0.069
C 6.372 -3.736 -3.795 -0.077
C 6.486 -3.669 -5.174 -0.069
C 6.486 -2.419 -5.777 -0.159
H 6.186 -0.410 -3.260 0.102
H 6.174 -2.556 -2.003 0.092
H 6.368 -4.686 -3.296 0.079
H 6.574 -4.565 -5.773 0.100
H 6.577 -2.323 -6.853 0.101
N -1.375 5.215 2.824 0.045
C -0.976 5.556 4.048 -0.153
C -1.278 6.770 4.645 -0.073
C -2.035 7.684 3.929 -0.075
C -2.458 7.349 2.653 -0.072
C -2.103 6.107 2.151 -0.153
H -0.385 4.812 4.572 0.103
H -0.929 6.992 5.643 0.101
H -2.291 8.644 4.359 0.106
H -3.050 8.031 2.057 0.095
H -2.416 5.805 1.157 0.101
N -6.513 1.062 -1.336 0.049
C -5.685 1.857 -0.659 -0.156
C -4.359 1.553 -0.414 -0.068
C -3.855 0.353 -0.883 -0.073
C -4.700 -0.496 -1.579 -0.067
C -6.013 -0.092 -1.781 -0.159
H -6.116 2.786 -0.303 0.082
H -3.733 2.242 0.138 0.091
H -2.820 0.094 -0.701 0.073
H -4.351 -1.446 -1.960 0.101
H -6.708 -0.721 -2.327 0.100
N -4.870 7.316 -0.164 0.055
C -5.390 7.665 -1.340 -0.152
C -6.523 7.080 -1.885 -0.070
C -7.153 6.072 -1.172 -0.074
C -6.625 5.697 0.052 -0.081
C -5.489 6.348 0.508 -0.160
H -4.866 8.454 -1.867 0.103
H -6.901 7.406 -2.844 0.102
H -8.038 5.588 -1.563 0.109
H -7.080 4.915 0.645 0.099
H -5.046 6.084 1.463 0.094
```

Properties
Orbital gap (hartree): 0.31578
Energy relative to the best compared isomer or geometry (same formula, charge and spin) (kcal per mole): 0.0
Calculated total energy (a.u.): -2093.97033
SMILES: NC1=CC(=O)C(CCC(F)(F)F)=CC1=O.c1ccncc1.c1ccncc1.c1ccncc1.c1ccncc1.c1ccncc1



# 2
The following is a DFT calculation (ωB97M-V/def2-TZVPD) of C34H33MoN2O3P3S2 as an isolated structure.

XYZ file:
```
78
Properties=species:S:1:pos:R:3:mulliken_spin:R:1
Mo -0.099 0.271 0.372 2.202
S -1.839 -1.016 1.654 0.007
P -0.245 -2.256 1.871 0.031
C 0.910 -1.213 1.075 -0.191
P 2.481 -0.541 1.400 -0.018
S 1.975 1.417 1.090 0.002
C 3.130 -0.781 3.045 0.017
C 3.200 0.262 3.963 -0.002
C 3.713 0.018 5.229 -0.001
C 4.130 -1.258 5.575 -0.001
C 4.054 -2.302 4.657 0.000
C 3.565 -2.064 3.386 0.000
C 3.685 -1.197 0.253 0.026
C 3.333 -2.208 -0.638 0.006
C 4.280 -2.691 -1.532 0.000
C 5.562 -2.159 -1.537 0.000
C 5.913 -1.156 -0.639 0.000
C 4.979 -0.677 0.263 0.003
C -0.409 -3.794 0.976 0.009
C -1.611 -4.156 0.378 -0.008
C -1.689 -5.345 -0.335 0.001
C -0.573 -6.158 -0.455 -0.002
C 0.631 -5.795 0.139 0.002
C 0.717 -4.615 0.856 -0.009
C 0.128 -2.584 3.584 0.001
C 0.174 -3.885 4.079 -0.002
C 0.425 -4.093 5.429 0.001
C 0.621 -3.010 6.272 0.000
C 0.558 -1.710 5.780 0.004
C 0.307 -1.494 4.439 0.001
H 2.863 1.254 3.693 0.001
H 3.787 0.827 5.943 0.000
H 4.528 -1.444 6.564 0.000
H 4.390 -3.292 4.931 0.000
H 3.534 -2.869 2.660 -0.001
H 2.331 -2.620 -0.628 -0.001
H 4.020 -3.486 -2.218 0.000
H 6.297 -2.534 -2.235 0.000
H 6.918 -0.756 -0.640 0.000
H 5.256 0.096 0.972 -0.001
H -2.483 -3.523 0.484 -0.004
H -2.626 -5.639 -0.789 0.000
H -0.640 -7.085 -1.008 0.000
H 1.497 -6.438 0.050 0.000
H 1.653 -4.337 1.328 0.001
H 0.005 -4.732 3.429 0.000
H 0.455 -5.100 5.819 0.000
H 0.809 -3.177 7.324 0.000
H 0.694 -0.870 6.446 0.000
H 0.232 -0.481 4.059 0.003
C 0.216 3.797 -2.559 -0.001
O -0.239 2.485 -2.123 0.005
P 0.669 1.223 -1.890 -0.019
O 2.102 1.820 -2.141 -0.009
C 3.298 1.046 -2.375 0.011
O 0.314 0.286 -3.124 -0.017
C 0.656 -1.111 -3.157 0.008
H 0.505 3.752 -3.605 0.001
H 1.053 4.125 -1.948 -0.001
H -0.635 4.457 -2.431 0.000
H 4.106 1.540 -1.843 0.000
H 3.497 1.042 -3.444 0.001
H 3.193 0.025 -2.006 -0.001
H -0.074 -1.598 -3.797 0.001
H 0.625 -1.548 -2.153 0.002
H 1.651 -1.237 -3.580 0.001
N -6.639 1.100 -3.396 0.002
C -5.637 0.964 -2.857 0.000
C -4.378 0.789 -2.185 0.001
C -3.886 1.781 -1.344 -0.006
C -2.670 1.573 -0.731 0.006
N -1.958 0.453 -0.907 -0.062
C -2.441 -0.507 -1.704 0.014
C -3.641 -0.376 -2.367 0.016
H -4.438 2.694 -1.174 0.000
H -2.248 2.332 -0.080 0.002
H -1.847 -1.407 -1.796 -0.032
H -4.001 -1.166 -3.011 0.000
```

Properties
Total charge: +2
Orbital gap (spin up / spin down) (hartree): 0.26184 / 0.28613
Energy relative to the best compared isomer or geometry (same formula, charge and spin) (kcal per mole): 8.0
2S+1: 3
Calculated total energy (a.u.): -3538.86698
⟨S²⟩: 2.05



# 3
The following is a DFT calculation (ωB97M-V/def2-TZVPD) of C34H34As2BrMoN2O6 as an isolated structure.

XYZ file:
```
80
Properties=species:S:1:pos:R:3:lowdin_charge:R:1
Mo -0.140 -0.114 -0.614 1.501
Br -6.341 -3.910 -2.173 0.772
C -4.916 -2.896 -1.429 -0.667
C -5.210 -1.766 -0.670 -0.092
C -4.184 -1.017 -0.136 -0.002
C -2.841 -1.346 -0.379 -0.335
O -1.887 -0.583 0.089 -0.277
C -2.552 -2.512 -1.147 -0.121
C -1.184 -2.927 -1.245 0.000
N -0.200 -2.095 -1.033 -0.106
C 1.084 -2.633 -0.775 -0.264
C 2.063 -2.827 -1.709 -0.033
C 3.364 -3.170 -1.295 -0.058
C 3.672 -3.311 0.030 -0.013
C 2.687 -3.111 1.019 -0.146
C 2.936 -3.145 2.409 0.009
C 1.923 -2.840 3.276 -0.026
C 0.665 -2.481 2.759 -0.109
N 0.398 -2.434 1.480 0.122
C 1.377 -2.762 0.613 -0.197
C -3.608 -3.292 -1.634 -0.059
H -6.238 -1.488 -0.501 0.114
H -4.390 -0.181 0.517 0.124
H -0.962 -3.977 -1.425 0.160
H 1.839 -2.703 -2.765 0.105
H 4.132 -3.279 -2.047 0.110
H 4.676 -3.558 0.344 0.120
H 3.927 -3.380 2.770 0.122
H 2.076 -2.846 4.344 0.111
H -0.140 -2.194 3.421 0.121
H -3.394 -4.192 -2.193 0.118
O -0.024 3.516 1.260 0.110
C 0.717 2.780 0.652 -0.556
O 0.303 1.938 -0.246 -0.285
C 2.245 2.873 0.794 -0.065
C 2.844 3.258 -0.579 -0.248
C 4.283 3.750 -0.388 -0.085
C 4.989 2.435 -0.010 -0.083
C 3.848 1.423 -0.208 -0.257
O 3.035 2.006 -1.221 -0.121
C 2.924 1.496 1.020 -0.070
C 1.832 0.446 0.918 -0.601
O 0.963 0.314 1.771 0.073
O 1.812 -0.246 -0.156 -0.234
H 2.465 3.599 1.575 0.164
H 2.204 3.896 -1.185 0.162
H 4.659 4.139 -1.334 0.118
H 4.378 4.519 0.371 0.120
H 5.829 2.220 -0.667 0.116
H 5.338 2.426 1.021 0.119
H 4.150 0.418 -0.503 0.159
H 3.443 1.422 1.974 0.167
C -2.728 2.717 -0.455 -0.212
As -1.885 1.523 -1.742 1.191
C -3.443 1.280 -2.956 -0.221
C -0.803 2.727 -2.825 -0.385
C -1.228 4.010 -3.155 -0.082
C -0.419 4.855 -3.899 -0.058
C 0.840 4.431 -4.292 -0.061
C 1.276 3.156 -3.963 -0.093
C 0.456 2.292 -3.246 -0.393
As 0.983 0.473 -2.794 1.191
C -0.063 -0.450 -4.201 -0.259
C 2.742 0.240 -3.663 -0.205
H -3.392 2.137 0.193 0.033
H -3.318 3.489 -0.961 0.043
H -1.957 3.184 0.164 0.021
H -3.858 2.261 -3.202 0.038
H -4.206 0.682 -2.454 0.017
H -3.165 0.782 -3.885 0.025
H -2.207 4.354 -2.836 0.103
H -0.772 5.836 -4.179 0.113
H 1.484 5.090 -4.855 0.112
H 2.263 2.827 -4.268 0.102
H -0.050 0.112 -5.138 0.043
H -1.099 -0.569 -3.873 0.000
H 0.348 -1.443 -4.393 0.024
H 3.474 0.921 -3.233 0.028
H 2.625 0.427 -4.737 0.051
H 3.083 -0.786 -3.512 0.022
```

Properties
Total charge: +1
Orbital gap (spin up / spin down) (hartree): 0.23407 / 0.23409
Energy relative to the best compared isomer or geometry (same formula, charge and spin) (kcal per mole): 56.1
Calculated total energy (a.u.): -8990.55242



The highest energy relative to the best compared isomer or geometry (same formula, charge and spin) belongs to which entry? C34H34As2BrMoN2O6